No. 1
The following is a DFT calculation (ωB97M-V with the def2-TZVPD basis set) of a structure of composition C9H11Cl4NO3SiY.

Last column: Mulliken charge in e.
Positions of all 30 atoms, in Å:
Y (-0.027767, 1.548432, -1.023743)  1.100
C (-1.760500, -2.104600, 0.958561)  -1.706
C (-1.591229, -1.146697, -0.193266)  1.615
C (-2.786269, -1.095702, -1.115908)  -1.422
O (-1.347840, 0.244139, 0.353998)  -0.399
C (-0.276895, -1.381531, -0.941487)  0.325
O (0.442870, -2.319680, -0.804943)  -0.509
O (0.020268, -0.316502, -1.742920)  -0.671
H (-2.690966, -1.899155, 1.491743)  0.481
H (-0.918001, -2.062548, 1.647463)  0.403
H (-1.815623, -3.118051, 0.563334)  0.385
H (-3.672781, -0.804990, -0.550561)  0.366
H (-2.962791, -2.088319, -1.533507)  0.401
H (-2.665847, -0.399502, -1.944930)  0.282
H (-1.880347, 0.371930, 1.149765)  0.269
Cl (-3.234165, 2.855139, -1.161603)  -0.287
Si (-1.662486, 3.154100, -2.602609)  0.700
Cl (-2.386167, 2.133624, -4.285238)  -0.254
Cl (-1.744260, 5.163138, -3.130500)  -0.264
Cl (4.644262, -1.751239, 0.051906)  -0.162
C (3.646666, -0.538981, 0.741358)  0.123
C (3.747142, -0.194730, 2.078389)  -0.171
C (2.910701, 0.793433, 2.575195)  -0.695
C (2.003944, 1.391506, 1.725305)  -0.051
N (1.900335, 1.053426, 0.429518)  -0.417
C (2.717600, 0.109705, -0.055121)  -0.189
H (4.467932, -0.692039, 2.713793)  0.455
H (2.961709, 1.096866, 3.611192)  0.414
H (1.340748, 2.166104, 2.091882)  0.400
H (2.619759, -0.167276, -1.097067)  0.477

Forces on atoms 1 to 6 (eV/Å):
Y -0.14 -0.06 0.93
C -0.04 0.01 0.02
C 0.10 0.18 0.24
C -0.21 -0.07 -0.03
O 0.06 -0.17 -0.12
C 0.40 0.67 -0.67

Calculated values
* lowest unoccupied orbital energy: -4.21 eV
* frontier orbital gap: 7.850 eV
* total charge: +1

=====

No. 2
The following is a DFT calculation (ωB97M-V with the def2-TZVPD basis set) of the molecule C9H11F2OP.

Last column: Mulliken charge in e.
Positions of all 24 atoms, in Å:
C (2.240502, -1.431867, 2.100160)  -1.224
P (0.700087, -1.026855, 1.274779)  0.995
C (0.374454, -2.350662, 0.123606)  -1.142
O (-0.497616, -0.980305, 2.166953)  -0.766
C (1.139070, 0.577122, 0.331406)  0.850
F (1.495827, 1.482915, 1.330663)  -0.308
F (2.159085, 0.426272, -0.508949)  -0.287
C (-0.134266, 0.955551, -0.544408)  0.088
C (-1.221678, 1.263372, 0.305970)  -0.842
C (-2.331886, 1.727292, -0.357910)  -0.419
C (-2.392992, 1.751127, -1.753609)  -0.140
C (-1.350070, 1.335826, -2.539081)  -0.838
C (-0.163411, 0.957945, -1.897907)  -0.216
H (2.435683, -0.844700, 2.896135)  0.431
H (2.121722, -2.352051, 2.669746)  0.377
H (3.135221, -1.331488, 1.367594)  0.300
H (-0.224258, -2.064426, -0.693498)  0.396
H (1.245603, -2.850430, -0.421475)  0.345
H (-0.324889, -3.134853, 0.669060)  0.298
H (-1.124249, 1.270821, 1.297357)  0.568
H (-3.253506, 2.212743, 0.157021)  0.223
H (-3.353379, 2.259693, -2.069806)  0.259
H (-1.425832, 1.413371, -3.558729)  0.492
H (0.750779, 0.733586, -2.345077)  0.561

Forces on atoms 1 to 6 (eV/Å):
C 0.88 -1.34 -2.85
P -0.42 -0.66 0.93
C 0.41 -2.80 -0.24
O 0.67 0.82 -0.21
C -2.60 -0.39 -0.54
F -0.42 -0.40 -1.16

Calculated values
* lowest unoccupied orbital energy: 0.77 eV
* frontier orbital gap: 10.387 eV
* total charge: 0
* structure (SMILES): CP(C)(=O)C(F)(F)c1ccccc1

=====

No. 3
The following is a DFT calculation (ωB97M-V with the def2-TZVPD basis set) of the molecule C9H11IO.

Last column: Mulliken charge in e.
Positions of all 22 atoms, in Å:
C (-1.485649, 1.237266, 3.165429)  -0.673
O (-1.958928, 0.938531, 1.835604)  -0.429
C (-1.179390, 0.320014, 0.942008)  0.816
C (0.194176, 0.004223, 1.021645)  -0.788
C (0.878279, -0.668284, 0.046283)  -0.312
I (2.420120, -1.903075, 0.772271)  0.084
C (0.981027, 0.188881, -1.626647)  0.138
C (2.266855, 0.046083, -2.400184)  -1.295
C (0.152388, -1.018141, -1.238269)  0.109
C (-1.379469, -1.049598, -1.102136)  -0.647
C (-1.888291, -0.211745, -0.222973)  -0.372
H (-1.514422, 0.394772, 3.871352)  0.265
H (-2.047360, 2.027171, 3.502428)  0.305
H (-0.449623, 1.670558, 3.002371)  0.253
H (0.906700, 0.503470, 1.655286)  0.313
H (0.634813, 1.257720, -1.372088)  0.315
H (3.128941, 0.280836, -1.719413)  0.259
H (2.396692, 0.659206, -3.270324)  0.406
H (2.414777, -1.003339, -2.772607)  0.279
H (0.476567, -1.877194, -1.823508)  0.400
H (-1.910903, -1.600268, -1.929316)  0.321
H (-3.037298, -0.197086, -0.337212)  0.250

Forces on atoms 1 to 6 (eV/Å):
C 3.04 -0.72 -2.10
O -0.66 0.21 0.66
C 2.85 -1.31 -0.59
C -3.36 3.08 1.98
C 1.19 -0.89 -5.50
I 0.22 0.07 -0.31

Calculated values
* lowest unoccupied orbital energy: 0.56 eV
* frontier orbital gap: 7.785 eV
* total charge: 0
* structure (SMILES): COC1=C[C@]2(I)[C@@H](C)[C@@H]2C=C1

=====

No. 4
The following is a DFT calculation (ωB97M-V with the def2-TZVPD basis set) of a cluster of 2 separate species, C9H11IO2S in total.

Last column: Mulliken charge in e.
Positions of all 24 atoms, in Å:
C (-1.695906, -4.222220, 0.457770)  -0.511
C (-2.276548, -3.505481, -0.587021)  -0.326
C (-0.439444, -3.817769, 0.911330)  -0.457
C (-1.647496, -2.362007, -1.085312)  -0.434
C (0.121943, -2.597440, 0.527825)  -0.140
C (-0.486074, -1.889742, -0.433818)  0.117
C (2.106623, 3.567163, -0.695992)  -1.050
C (-0.065792, 3.307279, 0.373487)  -0.880
C (1.180088, 2.909006, 0.225787)  0.423
O (0.947337, -0.723810, -2.210996)  -0.530
O (-1.193287, 0.448616, -1.221116)  -0.596
S (0.059721, -0.231636, -0.885876)  0.848
I (1.976114, 1.468313, 1.452721)  0.083
H (-2.059799, -5.165479, 0.779340)  0.402
H (-3.200858, -3.859691, -1.146286)  0.283
H (-0.012260, -4.356742, 1.763181)  0.315
H (-2.014983, -1.649294, -1.901420)  0.280
H (0.994773, -2.137200, 0.909831)  0.384
H (3.177255, 3.295934, -0.534284)  0.375
H (1.831829, 4.691925, -0.645974)  0.298
H (1.856143, 3.241834, -1.815327)  0.203
H (-0.914617, 2.917155, 0.738974)  0.385
H (-0.371562, 4.222806, -0.187656)  0.168
H (1.442156, -1.527077, -1.997963)  0.362

Forces on atoms 1 to 6 (eV/Å):
C 1.58 0.66 -0.96
C -1.03 0.17 -1.90
C -0.39 0.04 1.54
C -0.07 1.38 -0.07
C 0.02 -0.92 0.39
C -1.96 0.49 -1.97

Calculated values
* lowest unoccupied orbital energy: 0.44 eV
* frontier orbital gap: 9.016 eV
* total charge: 0

=====

No. 5
The following is a DFT calculation (ωB97M-V with the def2-TZVPD basis set) of the ion C9H11N2O with charge -1.

Last column: Mulliken charge in e.
Positions of all 23 atoms, in Å:
C (2.554428, -1.603523, -1.856720)  -0.869
C (2.158789, -1.449792, -0.530703)  -0.400
C (1.620410, -1.289240, -2.853976)  -0.240
C (1.020586, -0.791995, -0.176638)  -0.246
C (0.492888, -0.638476, -2.507096)  -0.351
C (0.087679, -0.315191, -1.168877)  0.625
C (-2.173120, -0.178896, 1.119790)  -0.290
C (-1.292612, 0.705063, 0.365792)  -1.009
C (-2.949049, 0.438169, 2.216780)  -0.710
N (-1.031859, 0.290296, -1.004297)  -0.933
N (-1.966669, 0.918248, 3.294278)  0.173
O (-2.297424, 0.805326, 4.470833)  -0.418
H (3.362099, -2.217332, -2.048412)  0.356
H (2.863427, -1.840611, 0.210344)  0.308
H (1.922284, -1.565547, -3.891114)  0.282
H (0.697725, -0.546273, 0.912693)  -0.020
H (-0.224297, -0.402099, -3.220041)  0.429
H (-2.667372, -0.867391, 0.442500)  0.530
H (-1.380886, -0.917068, 1.570358)  0.143
H (-1.784521, 1.664332, 0.287086)  0.453
H (-0.494551, 0.855568, 0.973969)  0.466
H (-3.476238, 1.399679, 1.844388)  0.275
H (-3.690748, -0.144792, 2.683486)  0.447

Forces on atoms 1 to 6 (eV/Å):
C -1.68 -0.06 0.57
C 1.36 0.07 0.08
C 1.78 -0.29 -0.36
C -1.87 1.19 2.15
C -0.38 -0.18 0.30
C 2.41 -1.51 -0.58

Calculated values
* lowest unoccupied orbital energy: 2.66 eV
* frontier orbital gap: 4.777 eV
* total charge: -1

=====

No. 6
The following is a DFT calculation (ωB97M-V with the def2-TZVPD basis set) of the ion C9H11N3 with charge +2.

Last column: Mulliken charge in e.
Positions of all 23 atoms, in Å:
H (2.721419, 2.656114, -0.506987)  0.287
N (2.405122, 1.830562, -0.021252)  -0.515
C (1.922095, 0.781474, -0.563416)  -0.024
C (2.187386, -0.447891, 0.381953)  0.403
N (3.425457, -0.819685, 0.658308)  -0.255
N (0.934828, -0.836051, 0.634984)  -0.001
C (-0.007328, -0.795152, -0.344213)  -0.676
C (-1.333261, -0.452713, -0.051558)  1.257
C (-2.234876, -0.530404, -1.181741)  -0.455
C (-3.527156, -0.146652, -1.092044)  -0.502
C (-4.054687, 0.377805, 0.147359)  -0.276
C (-3.266753, 0.310782, 1.298065)  -0.583
C (-2.006947, -0.237450, 1.243158)  -0.424
H (1.651321, 0.432202, -1.548088)  0.383
H (4.189394, -0.125610, 0.737955)  0.318
H (3.654529, -1.721572, 0.978747)  0.272
H (0.608206, -0.953204, 1.578686)  0.274
H (0.252424, -1.073014, -1.323830)  0.541
H (-1.823979, -0.828381, -2.180746)  0.295
H (-4.192317, -0.274587, -1.944476)  0.411
H (-4.923538, 1.103477, 0.212339)  0.394
H (-3.706771, 0.561581, 2.205942)  0.454
H (-1.466154, -0.322158, 2.088799)  0.421

Forces on atoms 1 to 6 (eV/Å):
H -1.11 0.56 -0.67
N 0.06 -2.16 -0.60
C 4.52 1.21 2.21
C 1.14 2.82 -2.56
N -2.14 1.45 0.28
N -0.15 -2.43 1.18

Calculated values
* lowest unoccupied orbital energy (alpha / beta): -10.14 / -10.14 eV
* frontier orbital gap (alpha / beta): 7.196 / 7.197 eV
* total charge: +2
* structure (SMILES): [H]/N=C/C(=[NH2+])/[NH+]=C/c1ccccc1

=====

No. 7
The following is a DFT calculation (ωB97M-V with the def2-TZVPD basis set) of the molecule C9H11N3OS2.

Last column: Mulliken charge in e.
Positions of all 26 atoms, in Å:
C (-4.185055, -0.015838, -0.078692)  -0.285
C (-3.499110, 0.492111, 1.013040)  -0.270
C (-3.472671, -0.605140, -1.155561)  -0.861
C (-2.115938, 0.317927, 1.096862)  -0.301
C (-2.064183, -0.622516, -1.100304)  0.034
C (-1.401574, -0.180785, 0.033618)  -0.255
C (0.895987, 1.032842, -0.286248)  0.530
C (3.236984, 1.415221, -0.920079)  -0.925
C (2.831623, -0.985989, 1.183002)  -0.810
N (0.004265, -0.259379, 0.083434)  0.092
N (2.182392, 0.550313, -0.405458)  0.171
N (2.417689, -0.797136, -0.151407)  -0.167
O (0.737675, -2.713714, 0.251178)  -0.550
S (0.383038, 2.441236, -0.581417)  -0.418
S (0.916835, -1.577812, -0.621739)  0.474
H (-5.294660, 0.199288, 0.073508)  0.251
H (-3.925792, 1.201586, 1.797806)  0.264
H (-3.941768, -1.112684, -1.908756)  0.471
H (-1.623840, 0.665637, 1.943117)  0.456
H (-1.647805, -0.979538, -2.028899)  0.340
H (2.734361, 2.277265, -1.492944)  0.276
H (3.919100, 1.650916, -0.016823)  0.284
H (3.772555, 0.903055, -1.796552)  0.275
H (3.834100, -0.435916, 1.528937)  0.265
H (2.206065, -0.815371, 2.055782)  0.336
H (3.099739, -2.045579, 1.484603)  0.324

Forces on atoms 1 to 6 (eV/Å):
C -1.33 0.71 0.49
C 0.94 1.10 0.69
C 1.09 1.34 3.48
C -1.08 0.12 -0.91
C -2.28 -0.04 -0.52
C 0.34 -0.53 -1.00

Calculated values
* lowest unoccupied orbital energy: 0.61 eV
* frontier orbital gap: 9.519 eV
* total charge: 0

=====

No. 8
The following is a DFT calculation (ωB97M-V with the def2-TZVPD basis set) of a cluster of 2 separate species, C9H11N4 in total.

Last column: Mulliken charge in e.
Positions of all 24 atoms, in Å:
C (4.014442, -3.555100, -1.197369)  -0.235
C (0.722762, -2.717965, 0.493035)  -0.564
C (1.296792, -1.300777, -1.435553)  -0.583
C (-0.275036, -1.862457, 0.706607)  -0.475
C (0.398628, -0.334635, -1.028225)  -0.113
C (1.333823, -2.359962, -0.696877)  0.174
C (-0.361256, -0.584945, 0.124092)  0.389
C (-1.781535, 1.404425, 0.378342)  0.487
C (-1.182840, 3.886172, 0.625848)  -0.881
N (4.742534, -4.391442, -0.882178)  -0.039
N (-1.504122, 0.134486, 0.434300)  -0.426
N (-3.045559, 1.789226, 0.658635)  -0.433
N (-0.908874, 2.454799, 0.228023)  -0.179
H (0.839130, -3.663702, 0.970151)  0.434
H (1.908652, -1.129215, -2.332863)  0.416
H (-0.916708, -1.887575, 1.529653)  0.459
H (0.239814, 0.528373, -1.605834)  0.516
H (-1.374586, 3.955318, 1.730825)  0.356
H (-2.088037, 4.498693, 0.184610)  0.251
H (-0.301127, 4.490733, 0.492233)  0.337
H (5.308491, -5.191056, -0.570691)  0.336
H (-3.599499, 0.955115, 0.892684)  0.263
H (-3.511577, 2.691959, 0.194299)  0.277
H (0.045689, 2.189533, 0.106253)  0.231

Forces on atoms 1 to 6 (eV/Å):
C -0.78 0.45 0.08
C 1.97 -1.66 -1.69
C 2.11 2.25 -2.78
C -0.17 2.44 1.26
C -0.17 -0.44 1.10
C -0.97 -2.09 2.00

Calculated values
* lowest unoccupied orbital energy (alpha / beta): -5.35 / -6.34 eV
* frontier orbital gap (alpha / beta): 6.596 / 5.390 eV
* total charge: +1

=====

The evaluated max |F| for the records listed, in turn: 1.5, 5.1, 5.7, 4.0, 4.4, 5.2, 6.8, 4.2 eV Å⁻¹.
The evaluated energy for the records listed, in turn: -2798.63445, -965.85479, -722.32167, -1195.79309, -534.17919, -513.04736, -1385.29153, -568.13286 Eh.